No. 1
The following is a quantum chemistry calculation of a 8-piece molecular cluster, C24H64O8 overall at a distorted geometry, from the OMol25 dataset.

Geometry as XYZ:
```
96
C24H64O8, DFT ωB97M-V/def2-TZVPD
O -18.2045 -15.2380 -13.1733
O -20.8556 -18.8302 -7.2504
O -17.1648 -13.5953 -8.4121
O -14.4110 -13.5466 -8.4405
O -20.7923 -15.4284 -3.7740
O -13.5723 -20.2397 -9.7258
O -16.4617 -10.7555 -7.9768
O -22.1395 -12.9291 -4.0816
C -16.7044 -10.4516 -6.5952
C -21.8393 -17.5137 -9.0222
C -16.1066 -11.5407 -5.7228
C -18.2015 -10.3501 -6.3666
C -15.3820 -19.0415 -8.6420
C -17.4231 -15.9802 -8.0670
C -13.9409 -14.7815 -10.4496
C -18.6311 -16.5039 -3.3897
C -19.4603 -13.3739 -12.2760
C -18.8703 -14.1519 -4.3033
C -22.4216 -12.6378 -6.4767
C -12.1189 -13.5578 -9.2723
C -24.1450 -13.8718 -5.0812
C -17.8578 -14.6003 -7.6535
C -19.3348 -14.3265 -7.8715
C -19.4407 -15.5506 -4.2653
C -20.5690 -18.1823 -8.5215
C -19.7458 -14.1060 -14.6636
C -13.4080 -14.3430 -9.1029
C -14.7180 -19.4251 -9.9569
C -19.4591 -14.5587 -13.2372
C -19.9989 -19.1905 -9.5045
C -23.0958 -12.7630 -5.1129
C -15.6751 -20.1100 -10.9086
H -15.2861 -20.1209 -11.9249
H -17.5700 -16.7221 -7.2751
H -16.3709 -15.9956 -8.3546
H -21.9266 -13.5648 -6.7855
H -19.8164 -17.4364 -8.2723
H -16.2135 -13.7923 -8.3955
H -21.7483 -13.8101 -4.1639
H -24.8130 -13.7225 -4.2340
H -17.7836 -14.1876 -4.3478
H -21.6297 -16.9857 -9.9589
H -13.8419 -20.9523 -9.1369
H -21.6661 -11.8524 -6.4194
H -18.9436 -17.5341 -3.5698
H -12.2640 -12.6613 -9.8771
H -23.6090 -11.8166 -4.9241
H -21.2820 -16.2125 -4.0411
H -14.2775 -12.6259 -8.6941
H -23.6673 -14.8519 -5.0081
H -11.6800 -13.2757 -8.3122
H -19.6772 -13.3984 -7.4172
H -19.3817 -13.7448 -11.2498
H -15.6048 -19.9185 -8.0241
H -18.6788 -11.3123 -6.5562
H -19.2973 -13.1190 -14.8399
H -16.9827 -11.5342 -8.2215
H -13.2420 -15.4120 -11.0053
H -19.9442 -15.1457 -7.4768
H -15.0455 -11.6384 -5.9497
H -16.2441 -11.2655 -4.6730
H -17.6037 -14.4469 -6.5984
H -19.2936 -19.8638 -9.0183
H -24.7442 -13.8731 -5.9944
H -21.0916 -19.7477 -7.4171
H -19.3398 -13.5571 -5.0821
H -22.5983 -18.2636 -9.2556
H -22.2344 -16.8314 -8.2743
H -13.2050 -15.1989 -8.4589
H -17.5322 -14.6230 -13.4855
H -18.4703 -10.0028 -5.3656
H -18.6063 -12.7084 -12.4145
H -15.8613 -21.1348 -10.5795
H -14.3274 -18.5080 -10.4030
H -16.6091 -12.4911 -5.8966
H -20.3803 -12.7910 -12.3500
H -16.3269 -18.5286 -8.8274
H -19.0812 -13.6531 -3.3496
H -16.1874 -9.5116 -6.4174
H -17.5658 -16.4060 -3.5902
H -19.4803 -15.9470 -5.2874
H -11.3821 -14.2105 -9.7452
H -23.1502 -12.3793 -7.2483
H -20.8156 -13.9358 -14.8041
H -19.5068 -14.2787 -8.9492
H -14.2293 -13.9065 -11.0321
H -19.3255 -14.7891 -15.3973
H -18.8264 -16.2743 -2.3410
H -19.4674 -18.6700 -10.3056
H -14.7193 -18.3962 -8.0653
H -18.6306 -9.6134 -7.0533
H -16.6445 -19.6025 -10.9285
H -17.9993 -16.3663 -8.9158
H -20.2214 -15.2643 -12.9119
H -14.8352 -15.4080 -10.3471
H -20.8012 -19.7813 -9.9531
```

Output
* structure (SMILES): CC(C)O.CC(C)O.CC(C)O.CC(C)O.CC(C)O.CC(C)O.CC(C)O.CC(C)O
* lowest unoccupied orbital energy: 0.01856 hartree
* energy above the lowest of the compared OMol25 structures with the same formula, charge and spin: 54.75 kJ/mol
* HOMO energy: -9.659 eV

No. 2
The following is a quantum chemistry calculation of C16H39As3AuOP as an isolated structure, from the OMol25 dataset.

Geometry as XYZ:
```
61
C16H39As3AuOP, DFT ωB97M-V/def2-TZVPD
Au 0.1621 -0.4361 -0.3711
As -3.7463 -4.3729 3.7133
As 0.0358 -0.6652 2.2639
As -1.6407 -2.1483 -0.4347
P 2.3650 0.4552 -0.5211
O -0.2045 2.2899 -1.4098
C -2.2146 -2.8149 1.2945
C 3.1201 -0.1727 -2.0382
C -2.2266 -5.5838 3.4175
C -0.8319 1.3224 -1.4795
C -4.1738 -1.4295 2.0349
C -1.9016 -0.5971 2.5303
C -3.1686 -2.1484 -1.6190
C 2.6615 2.2307 -0.5034
C -3.7883 -4.5371 5.6595
C -0.5960 -3.6461 -1.0776
C 3.3715 -0.2325 0.8150
C 0.8078 -1.5973 3.7869
C 0.3482 1.1900 2.7864
C -2.7464 -1.8671 2.3747
C -2.7367 -2.6522 3.7003
C -2.1945 0.9818 -1.9682
H 4.4183 0.0359 0.6614
H 3.7349 2.3941 -0.6176
H 1.4073 1.4355 2.7509
H -1.2237 -4.5376 -1.0757
H 0.2780 -1.2918 4.6881
H 2.3351 2.6658 0.4407
H -2.1986 0.1595 1.7930
H -2.8014 -4.3819 6.0944
H -4.5628 -0.7590 2.8026
H -1.3462 -5.2683 3.9788
H -4.1391 -5.5353 5.9164
H -0.0047 1.3386 3.8066
H -0.2465 -3.4527 -2.0894
H 2.5773 0.1924 -2.9093
H 2.1433 2.7252 -1.3212
H -4.4894 -3.8138 6.0729
H 4.1566 0.1636 -2.1002
H -4.8458 -2.2851 1.9648
H -1.3287 -3.3511 1.6504
H 3.1056 -1.2625 -2.0430
H -3.1920 -2.0261 4.4729
H -4.2085 -0.8887 1.0826
H -1.9813 -5.6643 2.3586
H 0.7400 -2.6753 3.6613
H 0.2525 -3.8085 -0.4146
H -0.1968 1.8647 2.1247
H -3.6294 -3.1349 -1.5667
H -2.8374 -1.9643 -2.6393
H -2.9713 -3.5732 1.0700
H -2.7849 0.6100 -1.1322
H 1.8570 -1.3170 3.8636
H -1.7099 -2.8588 4.0173
H 3.0475 0.1625 1.7751
H -2.1027 -0.1589 3.5108
H -2.6368 1.8903 -2.3802
H -2.1059 0.2100 -2.7311
H -3.9065 -1.4074 -1.3186
H 3.2832 -1.3185 0.8283
H -2.5163 -6.5771 3.7596
```

Output
* net charge: +2
* lowest unoccupied orbital energy (alpha / beta): -0.28505 / -0.28494 hartree
* energy above the lowest of the compared OMol25 structures with the same formula, charge and spin: 84.37 kJ/mol
* HOMO energy (alpha / beta): -13.275 / -13.275 eV

No. 3
The following is a quantum chemistry calculation of C13H32O9V as an isolated structure at a distorted geometry, from the OMol25 dataset.

Geometry as XYZ:
```
55
C13H32O9V, DFT ωB97M-V/def2-TZVPD
V 0.3945 0.4384 -0.5660
O -5.5009 -2.7528 -3.6346
O 2.3143 -0.3427 -3.7877
O 3.4088 -0.8634 5.3126
O 0.1375 2.6153 -0.6358
O 0.3199 0.0780 -2.7251
O -1.1068 0.1142 -0.2618
O 2.2158 0.5751 -1.7401
O 0.8738 -1.9083 -0.5397
O 1.1518 0.4190 0.8624
C 3.8281 0.1487 3.2183
C 2.7588 -0.2123 4.2270
C -4.3334 -1.9005 -3.5873
C -4.6842 -0.5386 -4.1547
C 0.3986 4.9669 -0.2110
C 1.6333 0.0917 -2.8404
C -1.1480 -3.1937 -0.2831
C 2.0123 1.0317 4.7063
C 0.3719 -2.6102 1.6458
C -3.8434 -1.7855 -2.1585
C 0.2998 -2.9943 0.1822
C 1.0431 3.7400 -0.8186
C 2.3150 3.3353 -0.1228
H -6.2754 -2.2004 -3.7653
H 2.6517 1.6204 5.3709
H 3.0608 4.1342 -0.1046
H 2.0282 -0.8599 3.7272
H -5.4017 -0.0574 -3.4811
H 3.3842 0.7049 2.3946
H -3.8236 0.1218 -4.2420
H 0.0101 -3.4137 2.2884
H -5.1369 -0.6657 -5.1415
H 1.2043 -2.1932 -1.4000
H 4.2825 -0.7629 2.8286
H -0.1702 -1.6790 1.8120
H -3.5573 -2.3872 -4.1806
H -4.5957 -1.2948 -1.5363
H 1.1415 5.7598 -0.0818
H -2.9063 -1.2242 -2.1049
H -1.7478 -2.3487 0.0504
H 4.6086 0.7425 3.7002
H 2.1032 3.1068 0.9280
H -0.3756 5.3721 -0.8695
H 1.7286 1.6642 3.8634
H -1.1739 -3.2330 -1.3741
H 2.8181 -0.8765 6.0711
H 1.2005 3.8596 -1.8904
H 2.7330 2.4275 -0.5608
H -3.6227 -2.7587 -1.7189
H 1.0861 0.7820 5.2337
H -0.7882 2.8728 -0.6708
H 0.8528 -3.9189 -0.0123
H -0.0148 4.7755 0.7788
H 1.4098 -2.3907 1.9149
H -1.5742 -4.1314 0.0853
```

Output
* net charge: -1
* lowest unoccupied orbital energy: 0.09458 hartree
* energy above the lowest of the compared OMol25 structures with the same formula, charge and spin: 10.36 kJ/mol
* HOMO energy: -4.478 eV

No. 4
The following is a quantum chemistry calculation of H10LiO5 as an isolated structure, from the OMol25 dataset.

Geometry as XYZ:
```
16
H10LiO5, DFT ωB97M-V/def2-TZVPD
O 1.3479 -1.4453 -0.2430
O -0.7950 -1.2218 1.4166
O 1.4457 1.5024 -0.2544
O -0.9646 -0.3096 -1.8032
O -1.0767 1.7127 0.7094
Li -0.0003 0.2097 0.0477
H -0.5708 -1.9713 0.8651
H 1.3326 2.3590 -0.6664
H 2.1748 1.6231 0.3540
H 1.7460 -1.3413 -1.1073
H 1.9423 -2.0308 0.2261
H -0.9009 1.8855 1.6343
H -1.6823 -0.0688 -2.3889
H -1.0694 -1.2516 -1.6697
H -1.9981 1.9445 0.5929
H -0.9314 -1.5965 2.2868
```

Output
* net charge: +1
* lowest unoccupied orbital energy: -0.11810 hartree
* energy above the lowest of the compared OMol25 structures with the same formula, charge and spin: 11.49 kJ/mol
* HOMO energy: -15.800 eV

Which of these has the lowest energy above the lowest of the compared OMol25 structures with the same formula, charge and spin?
C13H32O9V